The following is a DFT calculation (ωB97M-V with the def2-TZVPD basis set) of 2 unconnected molecules or ions with the total composition C40H41F3N8O6 at a distorted geometry.

Results
Max |F| ... 3.5 eV/Å
Gap between HOMO and LUMO ... 4.051 eV
Lowest unoccupied orbital energy ... -2.43 eV

Structure (ORCA input):
```
! RIJCOSX wB97M-V def2-TZVPD def2/J DEFGRID3
* xyz 0 1
C 2.03900 4.02515 -2.64184
C 0.92961 4.15994 -1.59573
C 0.04657 5.38590 -1.88284
C 1.51877 4.21528 -0.18283
C 2.19892 5.38539 0.15664
C 2.62530 5.62960 1.45723
C 2.28067 4.70874 2.44520
C 1.61982 3.51958 2.14240
C 1.18607 2.60135 3.28665
C 0.86533 3.35298 4.59383
C 2.22973 1.51023 3.51218
C 1.36152 3.18748 0.78267
N 0.59506 1.98000 0.45470
N -0.74562 2.16122 0.58067
N -1.32345 1.02072 0.14427
C -2.76752 0.92148 0.16422
C -3.51018 1.38586 -0.94683
C -2.92362 2.10561 -2.16316
C -3.62603 3.45761 -2.38582
C -3.02940 1.23688 -3.42427
C -4.88989 1.18378 -0.94955
C -5.52177 0.55269 0.12114
C -4.78759 0.18183 1.24770
C -3.42182 0.44436 1.32404
C -2.72173 0.17103 2.65157
C -2.38186 -1.31558 2.79538
C -3.56354 0.66361 3.84779
C -0.36437 0.07223 -0.19984
C -0.66893 -1.30258 -0.56143
C 0.24643 -2.32835 -0.21559
C 0.12384 -3.60563 -0.73740
C -1.02545 -3.97131 -1.41346
C -1.09265 -5.41303 -1.82535
F -2.15721 -5.70702 -2.60864
F 0.03833 -5.77402 -2.52563
F -1.14402 -6.23906 -0.72769
C -2.02145 -3.03395 -1.66897
C -1.84064 -1.71476 -1.26223
C 0.88205 0.65100 -0.00813
C 2.12779 0.05267 -0.20686
H 2.65204 3.13724 -2.44828
H 1.61141 3.92773 -3.64564
H 2.69803 4.90342 -2.63141
H 0.29265 3.26936 -1.64366
H -0.74545 5.48685 -1.12966
H 0.63280 6.31384 -1.87549
H -0.43282 5.29897 -2.86574
H 2.37371 6.13744 -0.61472
H 3.19134 6.53005 1.70373
H 2.52969 4.93511 3.48241
H 0.25034 2.13130 2.94834
H 0.13202 4.15311 4.43236
H 0.43939 2.66735 5.33624
H 1.76213 3.79884 5.04204
H 2.46440 0.98967 2.57698
H 3.16072 1.93856 3.90721
H 1.86495 0.76583 4.22811
H -1.86448 2.30332 -1.95703
H -3.59230 4.07915 -1.48173
H -3.14234 4.01773 -3.19530
H -4.68060 3.32210 -2.66252
H -2.58810 0.24374 -3.27012
H -4.08123 1.09446 -3.71016
H -2.51109 1.71039 -4.26821
H -5.46850 1.53799 -1.80944
H -6.59989 0.35982 0.08057
H -5.28245 -0.29355 2.09986
H -1.78389 0.74255 2.65134
H -1.86926 -1.69040 1.89879
H -1.72437 -1.48031 3.66026
H -3.29441 -1.91209 2.93726
H -3.88633 1.70365 3.70801
H -4.45933 0.04344 3.98937
H -2.98066 0.62234 4.77569
H 1.07232 -2.07212 0.45033
H 0.92729 -4.32616 -0.63999
H -2.92762 -3.33029 -2.18908
H -2.61255 -0.97262 -1.46563
H 2.19686 -0.76218 -0.91437
H 2.99938 0.55359 0.17103
O 2.77800 -9.06687 -0.87868
N 3.26690 -8.06925 -1.38215
C 3.34621 -6.71999 -1.07946
C 4.02305 -6.06867 -2.11552
N 4.47441 -6.98355 -3.03350
O 3.99019 -8.19446 -2.58467
C 4.21587 -4.59770 -2.01907
N 5.22075 -3.91146 -2.78980
O 5.89370 -4.51530 -3.64501
O 5.38653 -2.68981 -2.56415
C 3.58101 -3.83926 -0.98015
C 3.03798 -4.58964 0.07754
N 2.71205 -4.24571 1.39242
O 2.62383 -3.16843 1.96403
O 2.44435 -5.44099 2.08680
N 2.53832 -6.53547 1.25882
C 2.85989 -6.00640 0.03953
H 3.49713 -2.75520 -0.98292
*
```

The following is a DFT calculation (ωB97M-V with the def2-TZVPD basis set) of a molecular structure, C40H41F5N9O4SSn.

Results
Max |F| ... 0.5 eV/Å
Gap between HOMO and LUMO ... 6.600 eV
Lowest unoccupied orbital energy ... 2.13 eV

Structure (ORCA input):
```
! RIJCOSX wB97M-V def2-TZVPD def2/J DEFGRID3
* xyz -1 1
Sn -0.02778 0.05766 0.17860
C -1.03504 4.15663 1.15118
C -0.61093 3.63371 2.52550
C -0.04042 2.20088 2.55374
N 0.71048 1.82800 1.36916
C 1.89395 2.33862 1.12924
C 2.53374 3.23683 2.01659
C 3.68422 3.99630 1.89656
C 4.55934 4.14489 0.83506
C 4.49340 3.43986 -0.36052
C 3.64848 2.42352 -0.74698
C 2.56583 1.78362 -0.08054
N 2.04009 0.66952 -0.51229
C 2.73065 -0.18244 -1.46440
C 2.14186 -0.14596 -2.87220
C 0.71009 -0.67927 -2.88325
N -0.19428 0.19369 -2.16257
C -0.93977 1.07256 -2.75752
C -0.81152 1.36975 -4.15303
C -1.65216 1.99907 -5.03762
C -2.90098 2.58397 -4.82874
C -3.49880 2.74840 -3.59412
C -3.05584 2.43677 -2.31600
C -1.89502 1.77236 -1.83756
N -1.62814 1.61692 -0.56279
C -2.52599 2.16815 0.43992
C -2.39478 3.67653 0.65233
H -0.26692 3.90865 0.41533
H -1.06748 5.24907 1.20033
H -1.46205 3.67188 3.21437
H 0.13400 4.32428 2.92527
H -0.84349 1.47145 2.66103
H 0.57734 2.07435 3.45127
H 2.03481 3.34767 2.96884
H 3.91283 4.59375 2.77462
H 5.36204 4.86303 0.94667
H 5.23939 3.70869 -1.10282
H 3.84480 2.03132 -1.73638
H 2.64154 -1.20355 -1.08394
H 3.80027 0.03746 -1.48450
H 2.76176 -0.77125 -3.52133
H 2.16440 0.87462 -3.26812
H 0.70074 -1.64517 -2.36373
H 0.36320 -0.86775 -3.90352
H 0.10386 0.99607 -4.59176
H -1.28793 2.02868 -6.06054
H -3.42374 2.97033 -5.69470
H -4.46773 3.24165 -3.61222
H -3.72752 2.77470 -1.54059
H -2.33951 1.64150 1.37364
H -3.56824 1.94082 0.19210
H -3.16719 3.97991 1.36915
H -2.62069 4.18975 -0.28655
O -3.69481 -2.54181 3.02733
C -2.57186 -1.80677 2.90015
O -2.60748 -0.64529 2.58312
C -1.33825 -2.61703 3.14242
C -1.43048 -3.91693 3.62673
C -0.25326 -4.60496 3.86981
C 0.94848 -3.99584 3.56729
C 0.93143 -2.71454 3.02028
N -0.18695 -2.02042 2.86142
C 2.21174 -2.03973 2.55989
O 3.30978 -2.80993 2.60833
O 2.21182 -0.90386 2.17184
H -4.42836 -1.97544 2.75223
H -2.39621 -4.36702 3.79806
H -0.27477 -5.61239 4.26311
H 1.89017 -4.50278 3.71604
H 3.10239 -3.59486 2.00099
F 3.82234 -3.99555 -4.85294
C 3.45145 -4.22677 -3.58156
C 3.97559 -3.47554 -2.54513
F 4.86366 -2.50273 -2.81670
C 3.59095 -3.72532 -1.24246
F 4.16030 -2.97689 -0.28629
C 2.64867 -4.70056 -0.89101
S 2.07785 -4.92614 0.72804
C 2.16385 -5.44929 -1.96928
F 1.27076 -6.42601 -1.75604
C 2.54518 -5.22484 -3.27924
F 2.03262 -5.97378 -4.27008
C -5.91954 0.65929 -0.38463
C -6.72907 -0.45988 -1.02494
C -7.35397 -1.36850 0.02967
C -5.88478 -1.24088 -2.03601
N -4.63191 -1.74076 -1.49844
C -3.37462 -1.33788 -1.72519
N -2.56101 -2.08051 -1.01834
N -3.34390 -2.93958 -0.34035
N -4.58398 -2.74884 -0.61584
H -6.54536 1.26121 0.27550
H -5.47794 1.31454 -1.13692
H -5.10642 0.24683 0.21819
H -7.53916 -0.02034 -1.61680
H -6.58501 -1.83437 0.64550
H -7.93404 -2.17081 -0.42895
H -8.01542 -0.79297 0.67848
H -5.61778 -0.60002 -2.87735
H -6.44528 -2.09484 -2.41885
H -3.09986 -0.53832 -2.39286
*
```

The following is a DFT calculation (ωB97M-V with the def2-TZVPD basis set) of a molecular structure, C40H41N5P2SSiTi.

Results
Max |F| ... 0.7 eV/Å
Gap between HOMO and LUMO (alpha / beta) ... 5.713 / 5.737 eV
Lowest unoccupied orbital energy (alpha / beta) ... 0.10 / 0.11 eV

Structure (ORCA input):
```
! RIJCOSX wB97M-V def2-TZVPD def2/J DEFGRID3
* xyz 0 1
Ti -0.76117 -0.06175 -1.02802
N 1.31130 -1.32373 -4.77023
C 0.73007 -1.13715 -3.53732
S 0.61092 0.52928 -2.98088
N 0.37121 -2.18344 -2.87501
N -0.20965 -1.87761 -1.65658
C -0.27199 -2.87316 -0.75105
C 0.46072 -4.14714 -0.92204
C -0.19413 -5.37316 -0.86034
C 0.51547 -6.56033 -0.98272
C 1.88814 -6.53429 -1.17359
C 2.54921 -5.31414 -1.24968
C 1.84046 -4.13118 -1.12982
C -1.02790 -2.57718 0.39697
C -1.22140 -3.45843 1.49828
C -2.06884 -3.11551 2.50224
C -2.73833 -1.86324 2.45408
C -2.43780 -1.00934 1.44100
N -1.57152 -1.30555 0.43502
H 1.26250 -0.54007 -5.39829
H 1.13831 -2.22760 -5.18272
H -1.26861 -5.39401 -0.72543
H -0.00850 -7.50645 -0.93602
H 2.44158 -7.45943 -1.27044
H 3.61999 -5.28574 -1.40715
H 2.35257 -3.17901 -1.20562
H -0.68946 -4.39887 1.51558
H -2.22312 -3.78512 3.33837
H -3.43908 -1.56633 3.22120
H -2.87191 -0.01851 1.39868
N 0.96976 1.71286 1.15235
P 1.35409 0.13073 0.68154
C 1.28916 -0.85381 2.20870
C 1.93137 -2.09278 2.24977
C 1.82233 -2.89881 3.36945
C 1.06988 -2.47690 4.45899
C 0.42212 -1.25218 4.42022
C 0.52323 -0.44495 3.29512
C 3.13318 0.12249 0.32244
C 4.06793 0.39067 1.32436
C 5.42043 0.39936 1.02976
C 5.85090 0.12420 -0.26361
C 4.92871 -0.15645 -1.25900
C 3.56980 -0.15316 -0.96998
P -0.46546 2.22762 0.40225
C 0.01717 3.66063 -0.61040
C -0.82142 4.76387 -0.75552
C -0.48003 5.78869 -1.62538
C 0.70030 5.72000 -2.35148
C 1.53926 4.62344 -2.21026
C 1.19796 3.59459 -1.34699
C -1.40353 3.02023 1.74619
C -0.78008 3.90347 2.62931
C -1.49876 4.49271 3.65462
C -2.85466 4.21820 3.79918
C -3.48518 3.35563 2.91786
C -2.75861 2.75472 1.89688
H 1.53253 2.27688 1.77712
H 2.52154 -2.42809 1.40421
H 2.32225 -3.85866 3.39106
H 0.98701 -3.10611 5.33584
H -0.17202 -0.92439 5.26373
H 0.00407 0.50634 3.26467
H 3.73765 0.57297 2.34109
H 6.14105 0.60937 1.80946
H 6.90934 0.12317 -0.49007
H 5.26120 -0.37773 -2.26473
H 2.84466 -0.35678 -1.74897
H -1.74465 4.82414 -0.19227
H -1.13754 6.64108 -1.73627
H 0.96429 6.51928 -3.03167
H 2.45668 4.56210 -2.78076
H 1.84972 2.73316 -1.25323
H 0.26964 4.14700 2.50709
H -1.00702 5.17348 4.33717
H -3.41750 4.68407 4.59743
H -4.54179 3.14607 3.02122
H -3.25432 2.08640 1.20503
C -4.44002 1.19620 -1.21906
Si -2.89210 0.82795 -2.26653
C -2.61959 2.39368 -3.30126
C -3.41086 -0.52570 -3.48877
H -5.32152 1.30345 -1.85820
H -4.32833 2.13474 -0.66959
H -4.64873 0.39931 -0.49995
H -3.54419 2.69845 -3.80136
H -1.85894 2.21328 -4.06340
H -2.27333 3.23340 -2.69207
H -4.24754 -0.19925 -4.11419
H -3.71181 -1.43426 -2.96200
H -2.57872 -0.79187 -4.14567
*
```